1.
Molecular formula: C5H7NO
Method: DFT, ωB97M-V/def2-TZVPD

Values from the calculation:
molar mass	97.12	g/mol
E	-8833.899	eV
relative energy (zero: lowest compared OMol25 entry of this formula, charge and spin)	2.304	eV
HOMO	-10.33	eV
orbital gap	10.628	eV
SMILES	C=C(C#N)COC

Geometry (Å):
1 C -1.01 -0.33 -1.14
2 C 0.26 0.08 -1.05
3 C 1.35 -0.73 -1.51
4 N 2.25 -1.36 -1.90
5 C 0.57 1.17 -0.07
6 O 0.66 0.55 1.20
7 C -0.38 -0.32 1.66
8 H -1.30 -1.32 -1.48
9 H -1.79 0.32 -0.77
10 H 1.54 1.66 -0.25
11 H -0.20 1.96 -0.09
12 H 0.07 -1.31 1.83
13 H -1.24 -0.49 1.01
14 H -0.77 0.11 2.58

2.
Molecular formula: F10KN5NaO20S10
Method: DFT, ωB97M-V/def2-TZVPD

Values from the calculation:
molar mass	962.75	g/mol
net charge	-3
E	-204664.885	eV
relative energy (zero: lowest compared OMol25 entry of this formula, charge and spin)	8.255	eV
HOMO	-2.71	eV
orbital gap	7.051	eV

Geometry (Å):
1 Na -18.80 -21.18 -10.59
2 K -16.39 -22.17 -12.01
3 N -17.69 -23.21 -9.90
4 S -17.77 -24.87 -10.48
5 O -18.84 -25.75 -10.02
6 O -16.53 -25.48 -10.94
7 F -18.43 -24.50 -11.86
8 S -17.24 -23.72 -8.55
9 O -15.88 -24.12 -8.36
10 O -18.20 -24.46 -7.75
11 F -17.29 -22.35 -7.76
12 N -18.89 -21.55 -12.92
13 S -20.29 -22.43 -13.47
14 O -20.07 -23.69 -14.16
15 O -21.46 -21.56 -13.83
16 F -20.59 -22.93 -11.97
17 S -18.77 -21.01 -14.34
18 O -19.60 -19.82 -14.64
19 O -18.36 -21.84 -15.47
20 F -17.30 -20.30 -14.05
21 N -14.67 -25.62 -15.72
22 S -16.09 -26.38 -16.23
23 O -17.37 -25.71 -16.09
24 O -16.12 -27.83 -16.25
25 F -15.75 -26.15 -17.82
26 S -14.97 -25.52 -14.34
27 O -15.17 -26.81 -13.63
28 O -15.64 -24.33 -13.80
29 F -13.45 -25.24 -13.86
30 N -11.10 -21.77 -12.38
31 S -12.44 -22.08 -13.43
32 O -13.67 -22.38 -12.78
33 O -12.26 -22.72 -14.73
34 F -12.60 -20.46 -13.74
35 S -10.81 -23.25 -12.14
36 O -10.33 -24.05 -13.25
37 O -11.80 -23.81 -11.21
38 F -9.55 -23.02 -11.14
39 N -16.76 -19.81 -10.43
40 S -15.85 -19.51 -9.31
41 O -16.24 -18.99 -7.98
42 O -14.47 -19.10 -9.73
43 F -15.63 -21.04 -8.93
44 S -17.47 -18.22 -10.55
45 O -16.84 -17.05 -10.05
46 O -18.91 -18.32 -10.60
47 F -17.17 -18.06 -12.16

3.
Molecular formula: C5H9IN
Method: DFT, ωB97M-V/def2-TZVPD

Values from the calculation:
molar mass	210.04	g/mol
net charge	+1
E	-14911.551	eV
relative energy (zero: lowest compared OMol25 entry of this formula, charge and spin)	2.720	eV
HOMO	-13.83	eV
orbital gap	9.568	eV

Geometry (Å):
1 C -1.68 0.33 0.01
2 C -0.37 2.09 -0.14
3 C 0.77 1.28 0.27
4 C 0.65 -0.17 -0.17
5 C -0.95 -2.01 -0.05
6 N -0.78 -0.60 -0.11
7 I -3.69 0.21 0.34
8 H -0.25 2.16 -1.23
9 H -0.56 2.92 0.52
10 H 1.65 1.60 -0.19
11 H 0.85 1.35 1.44
12 H 0.97 -0.27 -1.14
13 H 1.12 -0.83 0.56
14 H -1.91 -2.38 -0.56
15 H -1.07 -2.24 1.15
16 H -0.25 -2.68 -0.58

4.
Molecular formula: C4H3O2
Method: DFT, ωB97M-V/def2-TZVPD

Values from the calculation:
molar mass	83.07	g/mol
net charge	-1
E	-8288.740	eV
relative energy (zero: lowest compared OMol25 entry of this formula, charge and spin)	2.095	eV
HOMO	-3.54	eV
orbital gap	7.731	eV
SMILES	O=C([O-])C1C=C1

Geometry (Å):
1 O -3.11 1.13 -0.04
2 C -2.75 -0.01 0.00
3 O -3.45 -1.03 -0.02
4 C -0.94 -0.12 0.21
5 C 0.13 0.82 -0.30
6 C 0.58 -0.37 -0.38
7 H -0.84 -0.07 1.31
8 H 0.30 1.85 -0.32
9 H 1.51 -0.99 -0.54

5.
Molecular formula: C4H2NO4
Method: DFT, ωB97M-V/def2-TZVPD

Values from the calculation:
molar mass	128.06	g/mol
net charge	-1
E	-13856.113	eV
relative energy (zero: lowest compared OMol25 entry of this formula, charge and spin)	4.726	eV
HOMO (alpha / beta)	-4.78 / -4.77	eV
orbital gap (alpha / beta)	5.879 / 5.871	eV

Geometry (Å):
1 C 2.17 -0.24 0.09
2 C -0.46 -0.35 -0.05
3 C -2.90 -0.38 0.08
4 C 0.88 -0.24 -0.24
5 N 3.27 -0.64 0.24
6 O -2.67 -1.49 0.34
7 O -1.38 0.46 -0.21
8 O -3.70 0.46 0.01
9 O 2.85 2.09 0.26
10 H -0.77 -1.50 0.07
11 H 2.71 1.84 -0.61

6.
Molecular formula: C14H24MnN3O4SSe
Method: DFT, ωB97M-V/def2-TZVPD

Values from the calculation:
molar mass	464.33	g/mol
net charge	+3
2S+1	4
<S²>	3.760
E	-135042.206	eV
HOMO (alpha / beta)	-17.54 / -17.54	eV
orbital gap (alpha / beta)	7.964 / 7.794	eV

Geometry (Å):
1 Mn 0.00 0.20 0.54
2 C 1.54 -2.13 -0.05
3 C 2.41 -0.99 -0.52
4 O 1.48 0.11 -0.75
5 C 2.00 1.38 -1.25
6 C 1.69 2.48 -0.24
7 O 0.47 2.13 0.48
8 C 0.35 2.72 1.81
9 C 1.05 1.82 2.80
10 O 0.58 0.47 2.50
11 C 1.43 -0.60 2.97
12 C 0.85 -1.86 2.37
13 O 0.58 -1.66 0.95
14 H 2.12 -2.96 0.36
15 H 0.93 -2.51 -0.87
16 H 2.91 -1.24 -1.45
17 H 3.14 -0.67 0.22
18 H 1.55 1.55 -2.22
19 H 3.08 1.29 -1.38
20 H 1.52 3.43 -0.75
21 H 2.49 2.60 0.49
22 H -0.72 2.78 2.00
23 H 0.75 3.73 1.80
24 H 0.79 2.08 3.82
25 H 2.14 1.84 2.69
26 H 1.42 -0.65 4.06
27 H 2.45 -0.41 2.63
28 H -0.12 -2.10 2.81
29 H 1.51 -2.72 2.50
30 Se -2.65 -0.21 0.52
31 C -3.49 1.47 0.12
32 C -4.34 1.99 1.08
33 C -4.91 3.24 0.81
34 N -4.69 3.91 -0.31
35 C -3.88 3.38 -1.22
36 C -3.23 2.16 -1.06
37 H -4.56 1.48 2.01
38 H -5.58 3.69 1.53
39 H -3.73 3.96 -2.13
40 H -2.58 1.78 -1.83
41 N -5.16 -2.24 0.13
42 C -4.52 -2.26 -1.02
43 N -4.94 -2.95 -2.05
44 S -3.02 -1.36 -1.33
45 H -6.01 -2.77 0.26
46 H -4.81 -1.72 0.91
47 H -5.80 -3.49 -2.02
48 H -4.44 -2.95 -2.93

7.
Molecular formula: C2H6GdNO3S
Method: DFT, ωB97M-V/def2-TZVPD

Values from the calculation:
molar mass	281.39	g/mol
net charge	+2
2S+1	8
<S²>	15.783
E	-41443.268	eV
HOMO (alpha / beta)	-18.84 / -18.70	eV
orbital gap (alpha / beta)	8.441 / 7.834	eV

Geometry (Å):
1 C -0.44 -0.32 1.87
2 C -0.74 -0.16 0.27
3 N 0.19 0.79 -0.46
4 S 0.44 0.16 -2.08
5 O 1.19 1.22 -2.98
6 O 1.21 -1.19 -2.02
7 O -1.10 -0.18 -2.80
8 H -1.50 -0.52 2.39
9 H 0.21 -1.29 2.14
10 H -0.02 0.65 2.36
11 H -0.71 -1.22 -0.23
12 H -1.84 0.26 0.11
13 H 1.09 0.96 0.05
14 Gd 2.02 0.82 1.39

8.
Molecular formula: C9H28Br2HfO13P2S
Method: DFT, ωB97M-V/def2-TZVPD

Values from the calculation:
molar mass	776.62	g/mol
net charge	-1
2S+1	2
<S²>	0.751
E	-207216.177	eV
HOMO (alpha / beta)	-1.38 / -4.91	eV
orbital gap (alpha / beta)	3.969 / 7.495	eV

Geometry (Å):
1 Hf 0.02 -0.86 -0.52
2 Br -2.35 -1.71 0.87
3 Br 2.81 -1.12 -1.44
4 O -1.22 0.19 -2.04
5 H -1.51 1.12 -2.03
6 O 1.03 -0.36 1.43
7 H 1.22 -0.27 2.39
8 O -1.21 1.25 0.62
9 S -1.80 2.38 1.32
10 O -0.94 3.52 1.80
11 O -2.97 3.03 0.30
12 C -3.69 2.13 -0.54
13 C -4.42 2.87 -1.65
14 C -2.88 1.77 2.63
15 H -4.50 1.74 0.08
16 H -3.12 1.31 -0.98
17 H -4.32 3.95 -1.51
18 H -5.46 2.66 -1.88
19 H -3.88 2.63 -2.57
20 H -3.84 1.42 2.25
21 H -2.99 2.55 3.39
22 H -2.26 0.99 3.06
23 C -0.85 3.58 -2.86
24 O -0.26 3.77 -1.58
25 P 1.12 2.91 -1.17
26 O 0.96 1.40 -0.96
27 O 2.19 3.31 -2.33
28 C 2.28 2.65 -3.59
29 O 1.71 3.68 0.18
30 C 2.65 3.02 1.00
31 H -0.74 2.57 -3.24
32 H -0.27 4.24 -3.50
33 H -1.93 3.66 -2.97
34 H 3.17 2.02 -3.67
35 H 2.37 3.43 -4.35
36 H 1.46 1.94 -3.70
37 H 2.69 1.94 0.91
38 H 2.32 3.24 2.01
39 H 3.59 3.58 0.94
40 C 3.68 -3.28 1.55
41 O 2.95 -4.37 1.01
42 P 1.38 -4.25 0.86
43 O 0.85 -2.98 0.28
44 O 1.02 -5.60 0.11
45 C -0.31 -5.99 -0.22
46 O 0.85 -4.63 2.40
47 C 1.36 -5.74 3.19
48 H 3.19 -2.59 2.24
49 H 4.10 -2.61 0.80
50 H 4.47 -3.76 2.13
51 H -1.05 -5.28 0.15
52 H -0.58 -6.92 0.29
53 H -0.52 -6.19 -1.27
54 H 1.84 -5.36 4.10
55 H 2.10 -6.34 2.67
56 H 0.50 -6.24 3.63

9.
Molecular formula: C16H15N3S
Method: DFT, ωB97M-V/def2-TZVPD

Values from the calculation:
molar mass	281.38	g/mol
E	-32129.417	eV
relative energy (zero: lowest compared OMol25 entry of this formula, charge and spin)	11.729	eV
HOMO	-7.95	eV
orbital gap	7.266	eV
SMILES	CCNC(=S)NN=C1c2ccccc2-c2ccccc21

Geometry (Å):
1 C -4.90 -1.98 -1.00
2 C -4.61 -1.52 0.11
3 N -3.34 -0.93 0.36
4 C -3.04 0.32 0.34
5 S -4.03 1.74 0.00
6 N -1.67 0.74 0.00
7 N -0.68 -0.31 0.10
8 C 0.49 0.11 0.06
9 C 1.34 -1.14 -0.05
10 C 1.19 -2.77 0.00
11 C 2.24 -3.40 0.14
12 C 3.52 -3.06 -0.11
13 C 3.75 -1.72 0.08
14 C 2.81 -0.95 0.02
15 C 2.72 0.62 -0.01
16 C 3.90 1.68 -0.23
17 C 3.47 2.98 -0.09
18 C 2.14 3.36 -0.25
19 C 1.02 2.56 0.08
20 C 1.40 1.22 0.02
21 H -5.82 -2.36 -1.09
22 H -4.69 -1.15 -1.91
23 H -4.22 -2.84 -1.32
24 H -5.32 -0.63 0.42
25 H -4.79 -2.15 1.07
26 H -2.48 -1.45 0.27
27 H -1.39 1.67 -0.10
28 H 0.16 -2.82 0.13
29 H 2.06 -4.59 0.23
30 H 4.26 -3.79 0.12
31 H 4.89 -1.18 -0.14
32 H 4.83 1.05 -0.21
33 H 4.39 3.67 -0.28
34 H 1.97 4.59 -0.43
35 H 0.07 2.91 0.13

10.
Molecular formula: C7H28N14O7
Method: DFT, ωB97M-V/def2-TZVPD

Values from the calculation:
molar mass	420.39	g/mol
E	-42914.034	eV
relative energy (zero: lowest compared OMol25 entry of this formula, charge and spin)	1.170	eV
HOMO	-9.16	eV
orbital gap	9.032	eV
SMILES	NC(N)=O.NC(N)=O.NC(N)=O.NC(N)=O.NC(N)=O.NC(N)=O.NC(N)=O

Geometry (Å):
1 N 6.02 1.97 -0.25
2 C 5.39 1.13 -1.12
3 N 6.11 1.03 -2.26
4 O 4.34 0.59 -0.95
5 H 7.00 2.09 -0.32
6 H 5.56 2.16 0.62
7 H 6.96 1.54 -2.42
8 H 5.79 0.35 -2.92
9 N -3.67 -1.53 -0.47
10 C -3.95 -1.51 0.87
11 N -3.14 -0.58 1.43
12 O -4.75 -2.18 1.44
13 H -4.35 -2.03 -1.01
14 H -3.27 -0.71 -0.87
15 H -3.17 -0.51 2.43
16 H -2.38 -0.17 0.93
17 N -3.26 0.75 -4.48
18 C -2.78 1.02 -3.26
19 N -1.45 0.92 -3.08
20 O -3.49 1.60 -2.44
21 H -4.23 0.96 -4.59
22 H -2.91 -0.03 -5.01
23 H -1.11 1.40 -2.26
24 H -0.86 0.77 -3.87
25 N 0.01 2.96 4.79
26 C -1.26 2.50 4.80
27 N -1.52 1.67 3.78
28 O -2.08 2.79 5.62
29 H 0.67 2.62 4.12
30 H 0.32 3.46 5.59
31 H -2.39 1.19 3.87
32 H -0.85 1.36 3.10
33 N -0.34 -1.49 -1.77
34 C 0.12 -2.76 -1.83
35 N -0.18 -3.40 -2.96
36 O 0.73 -3.32 -0.94
37 H -0.59 -1.16 -0.84
38 H -0.62 -0.91 -2.53
39 H -0.86 -3.09 -3.62
40 H 0.12 -4.35 -3.00
41 N 1.76 -1.93 1.56
42 C 0.83 -2.20 2.52
43 N -0.21 -2.86 1.96
44 O 0.93 -2.04 3.70
45 H 1.58 -2.26 0.62
46 H 2.53 -1.33 1.74
47 H -0.80 -3.28 2.65
48 H -0.07 -3.39 1.11
49 N 0.28 2.52 0.47
50 C 0.01 1.31 -0.03
51 N 1.05 0.70 -0.58
52 O -1.16 0.94 -0.04
53 H 1.19 2.88 0.68
54 H -0.54 3.03 0.78
55 H 0.94 -0.22 -0.96
56 H 1.98 1.06 -0.53

11.
Molecular formula: C4H12N2O2
Method: DFT, ωB97M-V/def2-TZVPD

Values from the calculation:
molar mass	120.15	g/mol
E	-11417.694	eV
relative energy (zero: lowest compared OMol25 entry of this formula, charge and spin)	1.522	eV
HOMO	-8.74	eV
orbital gap	9.093	eV

Geometry (Å):
1 C -0.24 0.14 -0.45
2 C -1.16 -0.17 -1.61
3 C -1.76 1.12 -2.18
4 N 0.13 -1.06 0.36
5 H 0.67 0.62 -0.79
6 H -0.75 0.81 0.25
7 H -1.99 -0.80 -1.29
8 H -0.60 -0.67 -2.40
9 H -2.37 1.64 -1.45
10 H -0.97 1.81 -2.48
11 H -2.42 0.87 -3.01
12 H -0.66 -1.69 0.45
13 H 0.85 -1.57 -0.15
14 H 0.55 -0.70 1.33
15 N 1.18 -0.43 2.68
16 C 2.15 0.15 1.66
17 O 3.00 -0.64 1.26
18 O 1.91 1.33 1.37
19 H 1.69 -1.07 3.27
20 H 0.79 0.35 3.19

12.
Molecular formula: C5H6N2OS
Method: DFT, ωB97M-V/def2-TZVPD

Values from the calculation:
molar mass	142.18	g/mol
E	-21143.191	eV
relative energy (zero: lowest compared OMol25 entry of this formula, charge and spin)	1.907	eV
HOMO	-9.06	eV
orbital gap	9.547	eV
SMILES	C[C@]1(O)SN=C[C@@H]1C#N

Geometry (Å):
1 C 0.46 -1.20 -1.00
2 C -0.24 -0.64 0.18
3 O -0.14 -1.58 1.25
4 S -2.12 -0.38 -0.45
5 N -2.15 1.22 -0.16
6 C -1.08 1.74 0.29
7 C 0.09 0.81 0.65
8 C 1.35 1.30 0.22
9 N 2.27 1.72 -0.29
10 H 0.08 -2.19 -1.27
11 H 1.50 -1.41 -0.94
12 H 0.51 -0.50 -1.77
13 H 0.16 -2.50 0.97
14 H -0.93 2.84 0.62
15 H 0.24 0.79 1.72

13.
Molecular formula: C42H35F7
Method: DFT, ωB97M-V/def2-TZVPD

Values from the calculation:
molar mass	672.73	g/mol
E	-63143.316	eV
relative energy (zero: lowest compared OMol25 entry of this formula, charge and spin)	0.399	eV
HOMO	-9.18	eV
orbital gap	9.772	eV
SMILES	Fc1ccccc1.Fc1ccccc1.Fc1ccccc1.Fc1ccccc1.Fc1ccccc1.Fc1ccccc1.Fc1ccccc1

Geometry (Å):
1 F 8.10 -0.65 0.21
2 C 7.20 -0.44 1.19
3 C 7.63 0.09 2.40
4 C 6.67 0.38 3.36
5 C 5.31 0.22 3.08
6 C 4.87 -0.30 1.86
7 C 5.86 -0.62 0.93
8 H 8.68 0.23 2.62
9 H 6.92 0.77 4.33
10 H 4.58 0.43 3.85
11 H 3.83 -0.44 1.61
12 H 5.56 -0.96 -0.06
13 F -2.25 -0.03 -4.09
14 C -3.33 -0.79 -3.91
15 C -3.16 -2.15 -4.10
16 C -4.25 -3.01 -4.06
17 C -5.51 -2.45 -3.83
18 C -5.67 -1.09 -3.58
19 C -4.56 -0.24 -3.63
20 H -2.19 -2.59 -4.29
21 H -4.18 -4.04 -4.36
22 H -6.36 -3.11 -3.77
23 H -6.66 -0.76 -3.32
24 H -4.66 0.83 -3.50
25 F 1.00 -4.79 0.89
26 C 1.25 -4.15 -0.27
27 C 0.38 -4.28 -1.32
28 C 0.61 -3.62 -2.55
29 C 1.74 -2.81 -2.61
30 C 2.61 -2.71 -1.55
31 C 2.41 -3.38 -0.35
32 H -0.52 -4.88 -1.19
33 H -0.12 -3.70 -3.33
34 H 1.98 -2.39 -3.58
35 H 3.49 -2.08 -1.65
36 H 3.01 -3.28 0.54
37 F 0.26 2.68 5.55
38 C -0.06 3.83 4.94
39 C -0.75 4.80 5.64
40 C -0.99 6.02 5.01
41 C -0.52 6.28 3.73
42 C 0.16 5.28 3.06
43 C 0.39 4.04 3.65
44 H -1.03 4.67 6.68
45 H -1.57 6.78 5.51
46 H -0.73 7.25 3.31
47 H 0.53 5.46 2.06
48 H 0.86 3.23 3.10
49 F 1.25 0.36 1.27
50 C 0.03 0.34 0.68
51 C -0.93 1.23 1.08
52 C -2.19 1.16 0.48
53 C -2.44 0.16 -0.45
54 C -1.45 -0.70 -0.89
55 C -0.19 -0.61 -0.31
56 H -0.70 2.00 1.81
57 H -2.98 1.83 0.76
58 H -3.46 0.11 -0.82
59 H -1.56 -1.52 -1.58
60 H 0.61 -1.28 -0.58
61 F 1.98 5.61 -4.27
62 C 1.80 4.87 -3.16
63 C 0.52 4.45 -2.83
64 C 0.35 3.74 -1.65
65 C 1.45 3.51 -0.85
66 C 2.73 3.98 -1.13
67 C 2.87 4.69 -2.32
68 H -0.31 4.58 -3.52
69 H -0.55 3.25 -1.32
70 H 1.38 3.09 0.15
71 H 3.56 3.86 -0.45
72 H 3.80 5.18 -2.59
73 F -3.25 -6.67 -0.51
74 C -3.37 -5.48 0.09
75 C -4.07 -4.48 -0.56
76 C -4.15 -3.22 0.01
77 C -3.66 -3.05 1.29
78 C -2.96 -4.04 1.95
79 C -2.82 -5.29 1.34
80 H -4.51 -4.62 -1.54
81 H -4.73 -2.40 -0.40
82 H -3.80 -2.08 1.75
83 H -2.65 -3.93 2.98
84 H -2.43 -6.15 1.88

14.
Molecular formula: C14H38N3O2
Method: DFT, ωB97M-V/def2-TZVPD

Values from the calculation:
molar mass	280.48	g/mol
net charge	-1
E	-23696.548	eV
relative energy (zero: lowest compared OMol25 entry of this formula, charge and spin)	1.724	eV
HOMO	-2.17	eV
orbital gap	4.941	eV

Geometry (Å):
1 N 5.29 19.75 6.52
2 H 4.49 19.16 6.38
3 H 5.51 19.99 7.48
4 H 4.84 20.57 6.16
5 H 6.08 19.55 5.93
6 O 2.94 18.53 5.48
7 C 2.48 19.60 4.64
8 C 2.71 21.15 5.05
9 O 3.94 21.77 5.24
10 H 1.39 19.53 4.63
11 H 2.81 19.38 3.62
12 H 2.12 21.36 5.95
13 H 2.09 21.76 4.40
14 C 7.68 19.35 8.89
15 C 7.08 20.65 9.48
16 N 5.64 20.77 9.04
17 C 4.74 20.12 9.99
18 C 3.32 19.92 9.36
19 C 5.27 22.15 8.67
20 C 5.17 23.15 9.88
21 H 7.85 19.47 7.82
22 H 7.04 18.47 8.96
23 H 8.57 19.05 9.43
24 H 7.23 20.83 10.54
25 H 7.59 21.50 9.04
26 H 5.13 19.13 10.25
27 H 4.71 20.62 10.95
28 H 2.66 19.31 9.97
29 H 2.78 20.86 9.25
30 H 3.51 19.40 8.42
31 H 4.28 22.14 8.21
32 H 5.97 22.57 7.94
33 H 5.05 24.21 9.66
34 H 6.03 23.15 10.55
35 H 4.29 22.86 10.46
36 C 7.48 21.72 4.71
37 C 7.15 20.36 4.15
38 N 7.53 19.27 5.04
39 C 6.78 18.06 4.58
40 C 6.73 17.03 5.70
41 C 8.94 19.05 5.16
42 C 9.68 18.86 3.88
43 H 8.56 21.87 4.80
44 H 7.02 21.96 5.66
45 H 7.05 22.43 4.01
46 H 6.08 20.41 3.97
47 H 7.54 20.26 3.13
48 H 7.01 17.60 3.62
49 H 5.72 18.32 4.49
50 H 6.35 17.33 6.68
51 H 7.70 16.54 5.80
52 H 6.12 16.19 5.36
53 H 9.44 19.89 5.64
54 H 9.11 18.15 5.76
55 H 10.71 18.62 4.13
56 H 9.19 18.09 3.27
57 H 9.76 19.77 3.29